1.
Formula: C5H11ClF3RhTb
Source: OMol25
Level of theory: ωB97M-V/def2-TZVPD

The geometry in XYZ format:
```
22
Properties=species:S:1:pos:R:3:forces:R:3:lowdin_spin:R:1
Rh -1.091 1.364 1.217 -1.496 1.890 -1.998 2.05
Cl 3.937 -2.569 1.165 -0.158 0.131 -0.058 0.00
C 0.564 1.875 2.107 2.200 1.666 0.516 0.33
H 0.274 2.437 3.013 0.181 -0.178 -0.167 0.05
H 1.113 2.532 1.413 0.145 -0.078 0.549 0.05
H 1.179 1.003 2.378 -0.270 0.074 -0.119 0.03
Tb -0.162 -0.356 -0.745 2.517 -2.775 -0.636 6.44
C -0.760 -2.065 -2.265 0.103 -0.048 -0.142 -0.02
C 1.982 0.364 -1.376 0.010 0.077 -0.036 -0.11
C -1.799 1.192 -1.038 -1.797 2.880 2.040 0.82
H 2.058 1.461 -1.333 0.099 -0.086 -0.041 -0.01
H 2.719 -0.088 -0.686 -0.220 0.089 -0.208 -0.01
H 2.203 0.026 -2.403 0.000 0.107 0.252 -0.01
H -1.731 -1.941 -2.762 0.075 -0.042 0.007 0.00
H 0.033 -2.123 -3.028 -0.195 -0.027 0.089 0.00
H -0.762 -3.018 -1.714 -0.023 0.118 -0.090 0.00
H -1.545 2.213 -1.379 -0.225 -0.592 -0.702 0.07
H -2.888 1.063 -0.884 0.377 -0.133 -0.675 0.06
F -1.053 -0.556 3.296 -0.351 -0.421 -0.866 0.04
C -1.351 -0.393 1.996 -0.707 -2.986 0.533 0.14
F -0.351 -1.451 1.280 -1.030 0.717 1.100 0.04
F -2.570 -0.969 1.747 0.765 -0.385 0.653 0.04
```
Positions in Å, forces in eV/Å.

Its HOMO energy (alpha / beta) is -3.6648 / -3.6647 eV. The multiplicity is 11. The charge is -1. The HOMO-LUMO gap (alpha / beta) is 0.202 / 0.119 Eh.

***

2.
Formula: C5H11ClN
Source: OMol25
Level of theory: ωB97M-V/def2-TZVPD

The geometry in XYZ format:
```
18
Properties=species:S:1:pos:R:3:forces:R:3:nbo_charge:R:1
C -1.580 1.670 1.017 3.025 -1.327 -0.224 -0.35
C -1.428 0.583 0.281 1.410 -2.133 2.339 -0.06
C 1.294 0.910 -1.009 1.435 1.259 2.929 -0.59
C 0.591 -0.411 -0.775 2.487 -0.616 -2.414 -0.47
C -0.141 -0.522 0.501 -3.465 3.974 -2.252 -0.09
N -0.786 -1.829 0.545 0.510 -3.253 -1.279 -0.70
Cl -2.804 -0.028 -0.606 0.495 -0.051 -0.333 0.02
H -2.378 2.241 0.783 -2.565 2.015 -0.156 0.23
H -0.786 2.056 1.664 -0.350 -0.238 -0.166 0.23
H 1.642 1.210 0.071 -0.260 0.140 -2.016 0.19
H 0.461 1.533 -1.266 0.356 1.292 -0.447 0.22
H 2.226 0.987 -1.682 -1.915 -0.531 0.840 0.26
H 0.006 -0.439 -1.693 -0.538 -1.234 0.240 0.24
H 1.442 -1.093 -0.810 -0.395 -0.959 -0.056 0.23
H 0.529 -0.120 1.250 -0.466 -0.864 1.065 0.27
H -1.602 -1.896 -0.119 1.183 0.747 -0.716 0.46
H -1.372 -2.159 1.286 0.373 0.260 2.170 0.45
H -0.096 -2.627 0.295 -1.322 1.519 0.476 0.46
```
Positions in Å, forces in eV/Å.

Its HOMO energy is -14.0588 eV. The SMILES is C=C(Cl)[C@@H]([NH3+])CC. The charge is +1. The HOMO-LUMO gap is 0.385 Eh.

***

3.
Formula: C5H11ClN
Source: OMol25
Level of theory: ωB97M-V/def2-TZVPD

The geometry in XYZ format:
```
18
Properties=species:S:1:pos:R:3:forces:R:3:nbo_charge:R:1
C 1.847 -0.250 -0.853 -0.254 -0.028 0.758 -0.44
C 1.704 0.083 0.676 0.093 2.296 -0.490 -0.47
C 0.659 -0.600 -0.083 -2.285 1.760 2.016 0.08
C -1.751 1.968 0.049 2.657 -0.498 1.220 -0.70
C -1.650 0.569 -0.428 1.280 -0.634 2.067 -0.07
N 0.147 -1.914 0.352 -1.387 1.219 -2.888 -0.73
Cl -2.626 -0.732 0.107 -0.276 0.340 0.189 0.07
H 1.885 0.496 -1.665 -0.180 -0.568 0.620 0.26
H 2.455 -1.117 -0.900 1.131 -0.497 -0.875 0.22
H 2.425 -0.451 1.308 -0.504 0.157 -0.107 0.24
H 1.519 1.181 0.956 0.389 -1.851 -0.385 0.25
H -1.567 2.130 1.145 -0.386 -0.470 -0.849 0.25
H -2.720 2.314 -0.185 -0.976 0.925 -0.487 0.26
H -0.878 2.473 -0.456 -1.367 -0.004 0.243 0.25
H -1.267 0.415 -1.361 0.384 -0.379 -2.494 0.20
H 0.316 -2.250 1.248 1.997 -0.829 2.063 0.43
H 0.405 -2.528 -0.432 -0.748 -0.672 0.770 0.45
H -0.904 -1.787 0.521 0.434 -0.268 -1.369 0.44
```
Positions in Å, forces in eV/Å.

Its HOMO energy (alpha / beta) is -12.4508 / -12.9897 eV. The charge is +1. The HOMO-LUMO gap (alpha / beta) is 0.290 / 0.326 Eh.

***

4.
Formula: C5H11CuN5O6S
Source: OMol25
Level of theory: ωB97M-V/def2-TZVPD

The geometry in XYZ format:
```
29
Properties=species:S:1:pos:R:3:forces:R:3:lowdin_spin:R:1
Cu -0.103 0.084 0.554 0.306 -0.330 0.062 0.01
C 0.383 -0.367 -4.773 0.014 -0.037 -0.002 0.00
O 0.985 -0.212 -3.492 -0.021 0.076 0.081 0.00
C 0.287 0.327 -2.477 -0.131 0.037 -0.153 0.00
O 0.826 0.449 -1.393 -0.004 -0.009 0.116 0.00
N -0.987 0.710 -2.730 0.082 -0.072 0.086 0.00
N -1.761 1.376 -1.768 0.049 -0.030 -0.109 0.00
H 1.137 -0.834 -5.398 -0.015 0.003 0.010 0.00
H 0.116 0.599 -5.207 -0.007 -0.002 0.004 0.00
H -0.491 -1.020 -4.719 -0.005 0.013 -0.024 0.00
H -1.364 0.703 -3.659 -0.035 0.047 0.036 0.00
H -2.054 0.718 -1.049 -0.007 0.043 -0.018 0.00
H -1.186 2.084 -1.319 -0.035 -0.042 -0.008 0.00
N 0.716 0.116 2.771 0.001 -0.061 -0.008 0.00
N 1.528 -0.991 3.012 -0.071 0.104 -0.140 0.00
C 1.515 -2.064 2.184 0.056 -0.005 0.103 0.00
N 2.269 -3.097 2.620 -0.051 -0.001 -0.057 0.00
S 0.657 -2.176 0.755 -0.007 0.180 0.071 0.00
H 1.247 0.976 2.831 0.005 -0.035 -0.005 0.00
H -0.075 0.137 3.410 0.008 0.079 -0.026 0.00
H 1.974 -1.069 3.913 -0.043 -0.039 -0.014 0.00
H 2.927 -2.991 3.373 0.008 -0.005 0.004 0.00
H 2.381 -3.880 2.000 -0.002 0.019 0.000 0.00
O -2.253 0.983 3.337 0.001 -0.043 0.110 0.17
C -2.174 0.908 2.146 0.057 0.145 -0.061 0.18
O -2.264 0.148 1.198 -0.142 -0.098 -0.125 0.15
C -1.509 2.601 1.399 0.023 -0.131 0.048 0.16
O -2.302 3.469 1.567 -0.058 0.126 0.038 0.18
O -0.424 2.314 0.915 0.026 0.066 -0.018 0.14
```
Positions in Å, forces in eV/Å.

Its HOMO energy (alpha / beta) is -7.2752 / -7.7941 eV. The multiplicity is 2. The HOMO-LUMO gap (alpha / beta) is 0.275 / 0.276 Eh.

***

5.
Formula: C5H11CuO3
Source: OMol25
Level of theory: ωB97M-V/def2-TZVPD

The geometry in XYZ format:
```
20
Properties=species:S:1:pos:R:3:forces:R:3:lowdin_spin:R:1
C -0.259 -1.690 0.621 -0.109 1.054 -0.514 0.42
O -0.677 -0.548 -0.172 0.393 -1.101 0.395 0.10
C -0.313 0.703 0.330 0.042 0.751 0.208 0.01
C 1.171 0.826 0.665 -0.021 0.192 0.187 0.02
O 1.999 0.203 -0.312 0.073 0.168 0.390 0.17
C 2.063 0.871 -1.563 -0.110 0.165 -0.477 0.03
H -0.898 -2.528 0.294 0.576 0.180 0.040 0.03
H -0.403 -1.491 1.702 0.282 -0.080 -0.376 0.03
H -0.866 0.962 1.255 0.036 -0.138 -0.236 0.00
H -0.606 1.434 -0.436 0.040 -0.216 0.199 0.00
H 1.404 0.329 1.615 -0.013 0.038 -0.254 0.01
H 1.439 1.888 0.772 -0.064 -0.193 -0.075 0.00
H 1.088 0.847 -2.071 0.251 0.011 0.092 0.00
H 2.378 1.913 -1.413 -0.066 -0.232 0.006 0.00
H 2.806 0.348 -2.175 -0.216 0.099 0.215 0.02
Cu 1.764 -1.819 -0.105 -0.543 -0.733 0.179 1.15
O -3.511 0.406 -0.271 0.694 -0.849 0.484 0.00
C -2.977 -0.561 0.237 -1.430 0.664 -0.312 0.00
H -2.983 -1.553 -0.261 0.162 0.250 0.087 0.00
H -2.620 -0.540 1.288 0.023 -0.029 -0.238 0.00
```
Positions in Å, forces in eV/Å.

Its HOMO energy (alpha / beta) is -5.5531 / -9.4567 eV. The multiplicity is 3. The HOMO-LUMO gap (alpha / beta) is 0.231 / 0.301 Eh.

***

6.
Formula: C5H11F
Source: OMol25
Level of theory: ωB97M-V/def2-TZVPD

The geometry in XYZ format:
```
17
Properties=species:S:1:pos:R:3:forces:R:3:nbo_charge:R:1
C -1.383 -0.387 1.231 -3.137 -0.020 4.078 -0.63
C -1.158 -0.395 -0.179 8.638 -4.489 2.607 -0.46
C 0.270 0.238 -0.277 2.194 -0.110 -1.892 0.39
C 0.562 0.563 -1.810 -0.751 -1.288 1.207 -0.67
C 1.551 -0.291 0.563 0.266 2.920 -0.526 -0.67
H -2.361 -1.035 1.356 0.941 2.231 0.406 0.21
H -1.355 0.793 1.303 -1.027 -2.510 1.900 0.24
H -0.753 -0.955 2.027 -0.227 1.279 -1.974 0.22
H -1.692 0.263 -0.616 -4.368 3.565 -3.724 0.21
H -0.974 -1.404 -0.458 -0.749 -0.799 -1.530 0.21
H 0.000 -0.463 -2.454 2.303 3.563 1.478 0.22
H -0.121 1.512 -1.748 1.428 -1.645 -1.640 0.24
H 1.746 0.829 -1.884 -3.148 -0.836 -0.570 0.24
H 1.958 -1.331 0.437 -0.045 1.408 -0.656 0.23
H 1.301 -0.237 1.581 -0.978 -0.380 1.566 0.22
H 2.298 0.758 0.694 -1.466 -3.465 -1.406 0.23
F 0.110 1.541 0.234 0.125 0.577 0.674 -0.42
```
Positions in Å, forces in eV/Å.

Its HOMO energy is -10.1963 eV. The SMILES is CCC(C)(C)F. The HOMO-LUMO gap is 0.409 Eh.